Entry 1:
ORCA calculation (ωB97M-V/def2-TZVPD) on one molecule with the formula C4H4O2 in a non-equilibrium geometry.

As for the structure (SMILES): C#C[C@@H](O)C=O. Its max |F| is 2.75 eV/Å. The LUMO energy comes out at 0.52 eV. The spin multiplicity is 1. The value obtained for the HOMO-LUMO gap is 10.079 eV.

Positions of all 10 atoms, in Å:
O 1.51 -0.31 0.76
O 0.08 1.66 1.79
C -0.39 -1.21 -2.02
C -0.06 -0.58 -1.03
C 0.23 -0.14 0.29
C -0.44 1.03 0.89
H -1.47 1.20 0.54
H -0.74 -0.92 0.31
H -0.32 -1.03 -3.06
H 1.60 0.29 1.53


Entry 2:
ORCA calculation (ωB97M-V/def2-TZVPD) on C16H25NO5 as an isolated structure in a non-equilibrium geometry.

Its max |F| is 19.22 eV/Å. The LUMO energy comes out at 0.67 eV. The spin multiplicity is 1. The value obtained for the HOMO-LUMO gap is 8.319 eV.

Positions of all 47 atoms, in Å:
O 0.98 -3.83 3.57
O -0.02 -1.42 -1.90
O -0.46 2.42 -1.30
O -0.02 1.13 -3.48
O -1.20 1.21 1.29
N -1.84 -1.73 1.66
C -0.88 0.50 2.43
C -0.18 2.47 1.44
C 2.26 2.33 -1.02
C -1.31 0.46 -2.92
C 2.35 0.92 -3.31
C -1.05 -2.93 2.35
C 3.59 1.99 -1.60
C 0.93 1.22 -2.77
C 1.18 2.09 -1.60
C -1.06 -0.94 -2.61
C 0.37 -2.75 2.94
C -0.40 3.14 0.13
C 3.35 1.32 -2.73
C -1.47 -1.69 0.18
C -0.33 -1.07 -0.47
C -2.00 -0.69 2.37
H -0.19 3.03 2.24
H -2.00 0.64 -3.44
H -3.03 -0.19 1.76
H 0.68 -1.58 -0.01
H -0.47 -1.39 -3.67
H 0.92 -4.51 3.05
H -2.39 -1.09 3.23
H 0.14 4.07 0.10
H -2.51 -1.23 -0.29
H -0.36 0.00 -0.21
H -0.01 0.14 2.47
H 1.03 -2.43 2.16
H -1.38 -2.67 -0.19
H 0.34 -2.03 3.62
H 0.87 1.65 1.20
H -1.32 0.94 -1.93
H 4.46 2.23 -1.14
H -1.13 0.92 3.39
H -1.66 -3.17 3.02
H -0.94 -3.66 1.69
H 4.48 0.94 -2.94
H -1.86 -1.66 -2.52
H 2.23 3.00 -0.10
H 2.49 0.38 -4.28
H -1.15 3.52 0.16


Entry 3:
ORCA calculation (ωB97M-V/def2-TZVPD) on a 2-piece molecular cluster, C5H17N2S overall in a non-equilibrium geometry.

Its max |F| is 3.18 eV/Å. The LUMO energy comes out at -3.38 eV. The spin multiplicity is 1. As for the total charge: +1. The value obtained for the HOMO-LUMO gap is 9.777 eV.

Positions of all 25 atoms, in Å:
S 1.83 1.69 -1.71
N 1.69 -0.24 1.18
N -0.64 -3.13 1.21
C 0.18 2.13 -0.95
C -2.29 1.41 -0.96
C -0.86 1.13 -1.50
C 0.49 -1.06 1.40
C 0.53 -2.41 0.74
H 1.70 0.13 0.20
H -2.25 1.71 0.11
H -1.50 -2.54 0.92
H 0.29 2.11 0.18
H 0.51 -2.22 -0.35
H -0.06 3.17 -1.20
H -0.70 -3.97 0.70
H 2.53 -0.75 1.46
H 1.50 -2.93 0.95
H 2.50 2.75 -1.19
H 0.39 -1.23 2.49
H -0.88 1.21 -2.58
H -0.38 -0.45 1.10
H -0.54 0.09 -1.21
H -2.75 2.22 -1.56
H 1.72 0.64 1.72
H -3.01 0.53 -1.17


Entry 4:
ORCA calculation (ωB97M-V/def2-TZVPD) on a 3-piece molecular cluster, C3H8O4S overall in a non-equilibrium geometry.

Its max |F| is 4.46 eV/Å. The LUMO energy comes out at 5.95 eV. The spin multiplicity is 1. As for the total charge: -2. The value obtained for the HOMO-LUMO gap is 5.214 eV.

Positions of all 16 atoms, in Å:
S 1.92 -0.49 2.63
O 0.84 -0.56 -1.96
O 0.46 2.25 -2.36
O -1.03 -1.71 -1.64
O -2.99 1.38 1.49
C -0.03 -1.10 -1.30
C 0.29 -1.14 0.39
C 1.82 -0.60 0.87
H -0.29 2.70 -1.95
H -2.95 0.50 1.01
H 0.14 -2.19 0.53
H -2.68 1.03 2.36
H -0.29 -0.43 1.02
H 2.66 -1.24 0.58
H 0.42 1.26 -2.15
H 1.72 0.34 0.48


Entry 5:
ORCA calculation (ωB97M-V/def2-TZVPD) on a 3-piece molecular cluster, C13H20BClF2NO11S overall.

Its max |F| is 0.50 eV/Å. The LUMO energy comes out at 2.28 eV. The spin multiplicity is 1. As for the total charge: -1. The value obtained for the HOMO-LUMO gap is 6.485 eV.

Positions of all 50 atoms, in Å:
Cl 1.20 5.12 -0.97
S -0.64 5.30 1.12
F -4.20 -3.51 -4.35
F 2.63 -4.77 2.52
O -0.39 -3.44 1.53
O -0.73 0.71 0.78
O -1.83 2.54 1.82
O 0.27 -2.18 -0.22
O 2.96 2.68 -0.21
O -1.18 3.43 -2.51
O -2.46 -4.19 -0.32
O 1.79 -3.22 1.11
O -2.61 3.41 -0.76
O -2.59 -2.32 -1.55
O -3.62 -4.15 -2.26
N 0.39 4.18 0.29
C 0.52 -2.87 0.71
C -1.87 -0.04 0.34
C -2.84 -3.61 -1.28
C -3.07 -2.02 -2.86
C 4.53 1.88 1.49
C -1.49 3.33 -1.32
C 1.70 -3.79 2.39
C -0.29 2.98 -0.31
C -4.11 -3.10 -3.06
C 0.74 2.15 -1.08
C 4.25 2.20 0.01
C 0.28 -4.33 2.41
C 1.97 1.67 -0.33
B -0.98 2.08 0.82
H 1.90 -3.02 3.14
H 4.93 2.97 -0.34
H 0.21 1.25 -1.39
H -2.26 -2.13 -3.58
H -2.76 0.22 0.91
H -1.64 -1.09 0.43
H 0.26 -5.34 2.00
H -2.07 0.17 -0.72
H 1.03 2.66 -2.00
H -0.12 5.04 2.33
H 3.61 1.91 2.07
H 2.41 0.82 -0.88
H 4.44 1.30 -0.60
H -0.18 -4.32 3.39
H -5.11 -2.83 -2.72
H 1.70 1.29 0.66
H 5.21 2.62 1.93
H 5.00 0.90 1.62
H -1.46 2.44 2.69
H -3.45 -1.00 -2.89


Entry 6:
ORCA calculation (ωB97M-V/def2-TZVPD) on one molecule with the formula CH2O2S in a non-equilibrium geometry.

Its max |F| is 3.00 eV/Å. The LUMO energy comes out at -0.10 eV. The spin multiplicity is 1. The value obtained for the HOMO-LUMO gap is 8.803 eV.

Positions of all 6 atoms, in Å:
S 1.00 -0.97 0.54
O 0.31 -1.79 1.60
O 0.29 0.84 -1.13
C -0.10 0.12 -0.01
H -0.37 1.49 -1.19
H -1.13 0.31 0.19


Entry 7:
ORCA calculation (ωB97M-V/def2-TZVPD) on one molecule with the formula C4H8O2.

As for the structure (SMILES): O=CCCCO. Its max |F| is 0.88 eV/Å. The LUMO energy comes out at 0.85 eV. The spin multiplicity is 1. The value obtained for the HOMO-LUMO gap is 10.682 eV.

Positions of all 14 atoms, in Å:
O -1.56 1.86 0.58
O 3.12 -0.82 -0.55
C 0.83 -0.64 0.09
C -0.43 -0.01 -0.48
C -1.44 0.42 0.60
C 1.96 -0.77 -0.88
H 1.19 -0.17 1.01
H -2.42 0.00 0.37
H -0.18 0.88 -1.08
H -1.11 0.11 1.59
H -0.88 -0.63 -1.25
H -1.44 2.22 1.47
H 0.64 -1.65 0.50
H 1.72 -0.82 -1.96


Entry 8:
ORCA calculation (ωB97M-V/def2-TZVPD) on one molecule with the formula C2H5N in a non-equilibrium geometry.

As for the structure (SMILES): C1CN1. Its max |F| is 5.11 eV/Å. The LUMO energy comes out at 1.29 eV. The spin multiplicity is 1. The value obtained for the HOMO-LUMO gap is 10.605 eV.

Positions of all 8 atoms, in Å:
N 0.03 0.83 -0.17
C -0.74 -0.39 0.03
C 0.72 -0.38 0.05
H -1.49 -0.59 0.91
H 1.47 -0.52 0.96
H -1.05 -0.80 -0.97
H 1.21 -0.73 -0.80
H -0.21 1.41 0.60


E_HOMO
In order: -0.3514 -0.2809 -0.4835 0.0271 -0.1547 -0.3273 -0.3612 -0.3423
Unit: Eh
Energy above the lowest of the compared OMol25 structures with the same formula, charge and spin
In order: 86.6 467.3 14.6 41.4 0.0 56.9 35.2 34.2
Unit: kcal per mole
Total energy
In order: -305.141440 -1054.870040 -708.134848 -818.220981 -2472.804430 -587.896107 -307.656410 -133.878967
Unit: a.u.